Entry 1:
{"formula": "C6H6Br2N4", "method": "the ωB97M-V functional and the def2-TZVPD basis", "energy_ev": -152357.3821, "de_lowest_kj_mol": 382.4, "max_force_ev_per_a": 2.964, "orbital_gap_ev": 6.911, "species": ["C", "C", "C", "C", "C", "C", "N", "N", "N", "N", "Br", "Br", "H", "H", "H", "H", "H", "H"], "coordinates": [[0.2258, 0.7702, -1.8174], [-0.9476, 0.4642, -1.1583], [-0.5085, -0.8218, 1.9548], [1.8252, 0.1042, 1.1080], [0.3502, 0.9399, -3.2861], [-0.5436, -1.6755, 3.1051], [1.4013, 0.8313, -1.1198], [-0.9526, -0.2432, 1.0741], [1.4777, 0.6382, 0.1141], [-1.0788, 0.5603, 0.1463], [-2.5507, 0.2508, -2.2323], [2.0393, 0.6895, 2.8196], [1.0038, 1.7799, -3.5052], [0.6424, 0.0060, -3.7504], [-0.6159, 1.1852, -3.7368], [0.3272, -2.2225, 3.1064], [-1.5409, -2.1970, 3.2165], [-0.5544, -1.0596, 3.9614]]}

---

Entry 2:
{"formula": "C2H3N3OS", "method": "the ωB97M-V functional and the def2-TZVPD basis", "energy_ev": -19471.8295, "de_lowest_kj_mol": 314.3, "max_force_ev_per_a": 0.891, "orbital_gap_ev": 8.558, "smiles": "Nn1oncc1=S", "species": ["N", "N", "O", "N", "C", "C", "S", "H", "H", "H"], "coordinates": [[-1.5873, -0.8380, 0.1935], [-0.3683, -0.3039, 0.0873], [0.6798, -1.0054, 0.7402], [1.8085, -0.2781, 0.5294], [1.4944, 0.7561, -0.1705], [0.0738, 0.8157, -0.5025], [-0.7654, 1.9519, -1.3525], [-1.6284, -1.7752, -0.1904], [-1.9371, -0.7972, 1.1555], [2.2299, 1.4741, -0.4901]]}

---

Entry 3:
{"formula": "C9H16NO", "method": "the ωB97M-V functional and the def2-TZVPD basis", "energy_ev": -13120.2151, "de_lowest_kj_mol": 351.4, "max_force_ev_per_a": 5.338, "total_charge": 1, "orbital_gap_ev": 9.347, "smiles": "C/C=C1\\OC[N@@H+](C)C1=C(C)C", "species": ["C", "C", "C", "O", "C", "N", "C", "C", "C", "C", "C", "H", "H", "H", "H", "H", "H", "H", "H", "H", "H", "H", "H", "H", "H", "H", "H"], "coordinates": [[-3.4653, 1.1391, -0.3030], [-1.9751, 1.2249, -0.1684], [-1.2845, 0.1152, 0.1562], [-1.8096, -1.1068, 0.6880], [-0.7082, -1.8975, 1.0951], [0.4180, -1.5566, 0.2160], [0.7137, -2.4255, -1.0055], [0.1506, -0.1134, 0.0256], [1.1473, 0.7401, 0.0703], [2.5827, 0.1829, 0.1983], [1.0078, 2.1842, 0.2722], [-3.4966, 0.2979, -1.1511], [-3.7814, 2.1030, -0.6587], [-3.9910, 0.8602, 0.6514], [-1.4610, 1.9981, -0.7641], [-0.9044, -2.8934, 1.2796], [-0.3444, -1.4212, 2.0933], [1.3278, -1.5059, 0.6684], [-0.3022, -2.8089, -1.3359], [1.2814, -2.0005, -1.7541], [1.0888, -3.3395, -0.7806], [2.6295, -0.0849, 1.2359], [2.7301, -0.5852, -0.4742], [3.2495, 0.8982, -0.0399], [0.8671, 2.7120, -0.6319], [0.0533, 2.4363, 0.9373], [1.9607, 2.4242, 0.6527]]}

---

Entry 4:
{"formula": "C47H63CrFN2P2Si", "method": "the ωB97M-V functional and the def2-TZVPD basis", "energy_ev": -110338.9550, "de_lowest_kj_mol": 33.1, "max_force_ev_per_a": 0.436, "orbital_gap_ev": [6.321, 6.762], "s_squared": 6.0294, "multiplicity": 5, "species": ["Cr", "C", "Si", "C", "C", "C", "C", "C", "C", "P", "C", "C", "C", "C", "C", "C", "C", "C", "C", "C", "C", "C", "C", "C", "C", "C", "C", "C", "P", "C", "C", "C", "C", "C", "C", "C", "C", "C", "C", "C", "C", "H", "H", "H", "H", "H", "H", "H", "H", "H", "H", "H", "H", "H", "H", "H", "H", "H", "H", "H", "H", "H", "H", "H", "H", "H", "H", "H", "H", "H", "H", "H", "H", "H", "H", "H", "H", "H", "H", "H", "H", "H", "H", "H", "H", "H", "H", "H", "H", "H", "H", "H", "H", "H", "H", "H", "C", "C", "C", "C", "N", "C", "C", "C", "C", "C", "C", "N", "H", "H", "H", "H", "H", "H", "H", "H", "F"], "coordinates": [[0.1090, -1.4650, 0.1349], [-3.1302, -0.9170, -1.9940], [-0.4838, 0.9731, -0.0506], [-0.8999, 2.3590, -1.2944], [-2.0584, 2.6520, -2.0205], [-2.0185, 3.6212, -3.0098], [-0.8334, 4.2999, -3.2957], [0.3188, 4.0324, -2.5758], [0.2716, 3.0672, -1.5688], [1.4716, 2.4400, -0.3658], [1.9420, 3.8327, 0.7537], [2.2346, 5.1738, 0.0698], [2.6482, 6.2277, 1.0979], [1.5780, 6.4181, 2.1668], [1.2633, 5.0897, 2.8452], [0.8631, 4.0280, 1.8251], [2.9642, 1.8444, -1.2581], [3.8936, 1.0636, -0.3053], [5.2843, 0.9176, -0.9117], [5.9858, 2.2784, -1.0314], [4.9677, 3.4069, -1.2562], [3.7706, 2.8942, -2.0554], [-1.3665, 1.5147, 1.5508], [-2.1358, 2.6834, 1.5837], [-2.6768, 3.1714, 2.7598], [-2.4027, 2.5149, 3.9515], [-1.6741, 1.3371, 3.9384], [-1.2090, 0.7794, 2.7436], [-0.3198, -0.8435, 2.6712], [1.1739, -0.5087, 3.6984], [2.1657, -1.6748, 3.6086], [3.3185, -1.4863, 4.6128], [3.5841, -0.0049, 4.9115], [3.3508, 0.8308, 3.6583], [1.8710, 0.7820, 3.2327], [-1.2158, -2.1458, 3.6714], [-1.9005, -3.1211, 2.6929], [-2.8981, -4.0163, 3.4149], [-4.0806, -3.1675, 3.9132], [-3.6285, -1.7463, 4.2933], [-2.1917, -1.7761, 4.8057], [-4.0650, -0.3606, -2.1139], [-3.1667, -1.7899, -2.6499], [-2.2922, -0.2878, -2.3076], [-2.9842, 2.1227, -1.8229], [-2.9132, 3.8521, -3.5752], [-0.8173, 5.0444, -4.0820], [1.2300, 4.5726, -2.7986], [2.8472, 3.4713, 1.2633], [1.3255, 5.5059, -0.4421], [3.0124, 5.0858, -0.6853], [2.8622, 7.1707, 0.5899], [3.5829, 5.9088, 1.5753], [0.6662, 6.8021, 1.6946], [1.8926, 7.1646, 2.8989], [0.4630, 5.2069, 3.5794], [2.1472, 4.7431, 3.3944], [-0.0675, 4.3321, 1.3331], [0.6569, 3.0838, 2.3294], [2.5136, 1.1442, -1.9703], [3.4419, 0.1028, -0.0719], [3.9806, 1.5936, 0.6534], [5.1912, 0.4500, -1.8970], [5.8853, 0.2351, -0.3084], [6.7102, 2.2582, -1.8492], [6.5537, 2.4812, -0.1201], [5.4346, 4.2489, -1.7712], [4.6308, 3.7873, -0.2887], [4.1525, 2.4057, -2.9570], [3.1386, 3.7073, -2.4117], [-2.2847, 3.2418, 0.6655], [-3.2684, 4.0789, 2.7553], [-2.7632, 2.9135, 4.8920], [-1.4584, 0.8638, 4.8834], [0.8416, -0.4037, 4.7400], [2.5340, -1.7085, 2.5809], [1.6729, -2.6324, 3.7925], [4.2245, -1.9373, 4.1990], [3.1050, -2.0181, 5.5435], [4.5999, 0.1265, 5.2891], [2.9143, 0.3480, 5.7023], [3.9806, 0.4425, 2.8517], [3.6560, 1.8676, 3.8215], [1.8114, 0.8291, 2.1392], [1.3337, 1.6485, 3.6251], [-0.3749, -2.6770, 4.1298], [-1.1441, -3.6977, 2.1548], [-2.4418, -2.5666, 1.9250], [-2.4095, -4.5195, 4.2563], [-3.2501, -4.8007, 2.7429], [-4.5432, -3.6483, 4.7793], [-4.8450, -3.1136, 3.1350], [-4.2983, -1.3240, 5.0448], [-3.6834, -1.0822, 3.4245], [-2.1144, -2.5400, 5.5865], [-1.9276, -0.8449, 5.2937], [-4.1573, -2.1691, -0.0807], [-4.1763, -3.4942, -0.2844], [-2.9941, -4.1746, -0.7535], [-1.8175, -3.4721, -0.6961], [-1.7252, -2.1617, -0.3979], [-2.9569, -1.3800, -0.5444], [-0.5014, -4.1501, -0.8536], [-0.3386, -5.4666, -1.2778], [0.9361, -5.9808, -1.4029], [2.0330, -5.1852, -1.0946], [1.8022, -3.8927, -0.6705], [0.5676, -3.3939, -0.5635], [-5.0023, -1.6465, 0.3548], [-5.0568, -4.0772, -0.0349], [-3.0150, -5.2316, -0.9694], [-2.8537, -0.4907, 0.0917], [-1.2043, -6.0668, -1.5125], [1.0765, -7.0003, -1.7395], [3.0447, -5.5552, -1.1799], [2.5921, -3.2045, -0.3965], [1.9771, -1.1496, 0.4225]]}

---

Entry 5:
{"formula": "C6H10O2", "method": "the ωB97M-V functional and the def2-TZVPD basis", "energy_ev": -10474.3599, "de_lowest_kj_mol": 464.1, "max_force_ev_per_a": 5.098, "orbital_gap_ev": 10.148, "smiles": "O[C@@H]1CO[C@@H]2C[C@H]2C1", "species": ["O", "C", "C", "O", "C", "C", "C", "C", "H", "H", "H", "H", "H", "H", "H", "H", "H", "H"], "coordinates": [[-1.8444, -0.3672, -0.9754], [-1.4243, -0.2497, 0.3861], [-0.7849, 1.1237, 0.5676], [0.2322, 1.4507, -0.3625], [1.2080, 0.5487, 0.1946], [2.3086, -0.3161, -0.3141], [0.8927, -0.8148, -0.1744], [-0.2914, -1.3504, 0.6207], [-1.1111, -0.0346, -1.5091], [-2.2721, -0.5003, 1.0270], [-1.7808, 1.8779, 0.4953], [-0.2646, 1.0892, 1.6981], [1.3466, 0.4967, 1.3088], [3.2064, -0.3511, 0.4819], [2.5392, -0.3807, -1.3571], [0.4341, -0.7466, -1.1595], [-0.7228, -2.4196, 0.3790], [0.0708, -1.3469, 1.6563]]}

---

Entry 6:
{"formula": "C40H36Br2Cl5F4LuN6OP2", "method": "the ωB97M-V functional and the def2-TZVPD basis", "energy_ev": -318806.9830, "de_lowest_kj_mol": 0.0, "max_force_ev_per_a": 1.324, "total_charge": 2, "orbital_gap_ev": 7.813, "species": ["Lu", "Cl", "C", "C", "C", "Cl", "C", "Cl", "C", "Cl", "C", "Cl", "F", "C", "C", "F", "C", "F", "C", "P", "C", "C", "C", "C", "C", "C", "C", "C", "C", "C", "C", "C", "C", "Br", "C", "F", "H", "H", "H", "H", "H", "H", "H", "H", "H", "H", "C", "N", "C", "N", "C", "N", "C", "P", "C", "C", "H", "H", "H", "H", "H", "H", "H", "H", "H", "H", "H", "H", "C", "C", "C", "C", "N", "N", "C", "H", "H", "H", "H", "H", "H", "H", "H", "Br", "C", "C", "C", "C", "C", "N", "H", "H", "H", "H", "O", "H", "H"], "coordinates": [[0.2460, 0.2201, 0.1217], [-3.2046, 0.5015, 2.2174], [-1.8601, 1.5088, 2.6407], [-0.6660, 1.3397, 1.9391], [0.3826, 2.1062, 2.4327], [1.9233, 1.7951, 1.6450], [0.3220, 3.0066, 3.4791], [1.6983, 3.8990, 3.9785], [-0.9073, 3.1598, 4.1182], [-1.0548, 4.2368, 5.4384], [-2.0057, 2.3979, 3.7048], [-3.5041, 2.5454, 4.5222], [4.0294, -6.1777, 2.0673], [3.2576, -5.1166, 2.1423], [2.3544, -4.9775, 3.1869], [2.2728, -5.9077, 4.1155], [1.5413, -3.8564, 3.2469], [0.6915, -3.7418, 4.2617], [1.6028, -2.8512, 2.2908], [0.4833, -1.3835, 2.3508], [0.9117, -0.6966, 3.9718], [-0.0174, -0.2436, 4.9023], [0.4237, 0.3547, 6.0737], [1.7792, 0.5258, 6.3083], [2.7085, 0.0879, 5.3732], [2.2787, -0.5223, 4.2080], [-1.1413, -2.2111, 2.3520], [-1.9449, -2.5001, 3.4472], [-3.1635, -3.1360, 3.2544], [-3.5774, -3.5010, 1.9820], [-2.7658, -3.2407, 0.8857], [-1.5598, -2.5868, 1.0707], [2.5363, -3.0076, 1.2730], [2.7842, -1.6363, -0.0297], [3.3497, -4.1211, 1.1799], [4.2174, -4.2413, 0.1834], [-1.0783, -0.3570, 4.7189], [-0.2996, 0.6926, 6.8052], [2.1152, 0.9944, 7.2236], [3.7680, 0.2206, 5.5479], [3.0072, -0.8735, 3.4851], [-1.6269, -2.2418, 4.4475], [-3.7920, -3.3591, 4.1062], [-4.5227, -4.0086, 1.8431], [-3.0698, -3.5690, -0.1023], [-0.8968, -2.4236, 0.2198], [3.5926, 3.8206, -3.0250], [4.2897, 2.7836, -2.2711], [4.6999, 1.7221, -3.1853], [3.5706, 1.1567, -3.9232], [2.8762, 2.2239, -4.6382], [2.4353, 3.2960, -3.7498], [1.3759, 2.8810, -2.8634], [1.9057, 1.4723, -1.7238], [3.5116, 2.2919, -1.1598], [2.6836, 0.4012, -3.0733], [4.2876, 4.2445, -3.7500], [3.2690, 4.6114, -2.3462], [5.1981, 0.9287, -2.6253], [5.4050, 2.1406, -3.9037], [2.0120, 1.8063, -5.1588], [3.5585, 2.6466, -5.3758], [0.5116, 2.5518, -3.4466], [1.0712, 3.7281, -2.2442], [4.1022, 1.5677, -0.5908], [3.2584, 3.1214, -0.4961], [1.8840, -0.0370, -3.6764], [3.2422, -0.4112, -2.6009], [-5.3757, -0.1418, -1.3212], [-4.0680, 0.5534, -1.1925], [-3.7532, 1.8950, -1.1073], [-2.3682, 1.9544, -0.9244], [-1.8496, 0.7206, -0.9194], [-2.9053, -0.1100, -1.0805], [-1.5250, 3.1763, -0.7693], [-6.1639, 0.5856, -1.4937], [-5.6048, -0.6837, -0.4012], [-5.3680, -0.8603, -2.1416], [-4.4340, 2.7285, -1.1519], [-2.7855, -1.1080, -1.0533], [-1.5021, 3.7466, -1.6985], [-0.5022, 2.9234, -0.4799], [-1.9471, 3.8211, 0.0014], [-0.1403, -3.2372, -4.4478], [-1.4678, -1.9015, -4.7634], [-2.2880, -2.0269, -5.8687], [-3.2249, -1.0285, -6.0852], [-3.2953, 0.0419, -5.2052], [-2.4298, 0.0683, -4.1295], [-1.5271, -0.8933, -3.9017], [-2.1900, -2.8703, -6.5361], [-3.8875, -1.0896, -6.9380], [-4.0073, 0.8411, -5.3537], [-2.4425, 0.8745, -3.4044], [0.1043, -1.1604, -1.7782], [-0.5169, -1.0113, -2.5777], [0.6983, -1.8593, -2.0802]]}

---

Entry 7:
{"formula": "C3H3LiO2Tl", "method": "the ωB97M-V functional and the def2-TZVPD basis", "energy_ev": -12145.5645, "de_lowest_kj_mol": 0.0, "max_force_ev_per_a": 1.681, "total_charge": 1, "orbital_gap_ev": 4.529, "species": ["O", "C", "C", "Li", "H", "H", "H", "O", "C", "Tl"], "coordinates": [[-0.1732, -0.1617, -0.3828], [-1.3363, 0.4064, -0.1870], [-2.4857, -0.1941, 0.2064], [0.5235, -1.5016, -1.2632], [-1.4057, 1.4617, -0.5155], [-3.4428, 0.2916, 0.0106], [-2.4992, -1.2549, 0.4749], [4.0736, -0.1881, 0.2675], [3.6388, -1.0396, -0.3330], [3.1068, 2.1802, 1.7223]]}